A structure of composition C19H41N9O9PSY, computed with ωB97M-V/def2-TZVPD.

Its molecular weight is 691.5 g/mol. The HOMO-LUMO gap (spin up / spin down) comes out at 5.4005 / 9.0146 eV. The value obtained for the calculated total energy is -2696.11226 a.u. The HOMO energy (spin up / spin down) is -14.109 / -13.832 eV. The net charge is +2. For the LUMO energy (spin up / spin down), the calculation gives -8.71 / -4.82 eV.

Last column: Mulliken charge in e.
CARTESIAN COORDINATES (ANGSTROEM)
Y -0.27 -0.78 0.55  1.475
O 3.68 -1.95 2.37  -0.456
C 2.53 -1.44 2.04  0.676
O 1.86 -1.80 1.08  -0.295
C 2.05 -0.35 2.96  -0.658
O 1.11 0.47 2.29  -0.459
C 1.68 1.64 1.66  -0.493
C 1.95 1.43 0.16  0.576
O 2.94 1.90 -0.35  -0.648
O 1.00 0.78 -0.44  -0.504
H 3.92 -2.68 1.77  0.404
H 2.89 0.23 3.35  0.409
H 1.54 -0.83 3.81  0.377
H 2.59 1.94 2.17  0.533
H 0.94 2.43 1.76  -0.132
C 0.73 1.29 -6.16  -1.306
C -0.13 2.01 -5.20  0.985
N -1.05 2.92 -5.51  -0.726
N -1.58 3.29 -4.36  0.354
C -1.03 2.67 -3.29  -0.128
S -1.39 2.87 -1.68  0.137
N -0.10 1.84 -3.86  0.587
N 0.65 0.89 -3.20  -0.493
H 0.42 1.55 -7.17  0.354
H 0.65 0.21 -6.02  0.313
H 1.78 1.58 -6.03  0.365
H -2.30 3.99 -4.33  0.191
H 1.56 0.83 -3.64  0.358
H 0.76 1.08 -2.18  -0.004
C -2.19 0.49 4.15  -0.930
N -2.68 1.63 3.38  0.502
C -3.34 2.66 4.19  -0.985
P -2.85 1.53 1.76  -1.167
O -1.60 0.92 1.16  1.212
N -4.18 0.67 1.37  0.705
C -5.23 0.32 2.32  -0.927
C -4.45 0.29 0.00  -1.069
N -3.03 3.05 1.15  0.673
C -1.96 4.02 1.38  -0.999
C -4.34 3.67 0.92  -1.006
H -1.44 0.83 4.87  0.328
H -1.74 -0.25 3.50  0.119
H -3.00 0.01 4.71  0.333
H -2.63 3.06 4.91  0.314
H -4.19 2.25 4.74  0.327
H -3.69 3.47 3.57  0.234
H -4.95 0.59 3.33  0.227
H -5.41 -0.76 2.30  0.293
H -6.17 0.83 2.07  0.318
H -3.61 0.57 -0.64  0.088
H -5.34 0.80 -0.38  0.407
H -4.61 -0.78 -0.07  0.359
H -1.00 3.50 1.43  0.143
H -2.10 4.58 2.30  0.336
H -1.93 4.73 0.55  0.413
H -5.11 2.90 0.85  0.289
H -4.32 4.23 -0.01  0.270
H -4.60 4.36 1.73  0.341
C 1.54 -4.11 -1.69  -0.930
N 0.30 -3.92 -2.43  0.246
C -0.05 -4.99 -3.36  -0.631
C -1.06 -4.51 -4.38  -0.678
C -2.21 -3.83 -3.67  -0.541
N -1.69 -2.77 -2.81  0.259
C -2.62 -1.75 -2.33  -0.951
C -0.52 -2.90 -2.15  0.216
O -0.20 -2.04 -1.28  -0.760
H 2.37 -4.21 -2.39  0.353
H 1.48 -5.02 -1.09  0.335
H 1.73 -3.26 -1.04  0.104
H -0.44 -5.84 -2.80  0.313
H 0.87 -5.31 -3.85  0.368
H -1.42 -5.35 -4.97  0.376
H -0.59 -3.80 -5.07  0.280
H -2.78 -4.56 -3.07  0.310
H -2.90 -3.38 -4.38  0.347
H -3.47 -1.72 -3.01  0.394
H -2.14 -0.77 -2.34  0.116
H -2.98 -1.97 -1.33  0.280
O -2.03 -2.10 1.21  -0.345
O -1.08 -2.24 2.11  -0.404

A structure of composition C19H42BBeCaCl8GaN4O10S at a distorted geometry, computed with ωB97M-V/def2-TZVPD.

Its molecular weight is 931.9 g/mol. The HOMO-LUMO gap comes out at 1.1980 eV. The value obtained for the calculated total energy is -8441.09076 a.u. The HOMO energy is -10.169 eV. The net charge is +2. For the LUMO energy, the calculation gives -8.97 eV.

Last column: Mulliken charge in e.
CARTESIAN COORDINATES (ANGSTROEM)
C 3.05 -4.99 0.06  -0.779
O 1.97 -5.64 0.68  -0.346
C 1.22 -4.86 1.50  -0.407
Ga 0.28 -3.28 0.49  -0.320
N 0.59 -3.25 -1.41  -0.494
C -1.75 -3.48 0.68  -0.848
C -2.37 -2.47 1.66  -0.642
C -2.58 -1.12 1.06  0.334
N -2.17 -0.80 -0.28  -0.349
O -3.12 -0.30 1.72  -0.587
B 1.04 -1.45 1.25  0.892
O 0.75 -1.01 2.50  -0.673
O 1.82 -0.69 0.43  -0.274
C 3.22 -0.97 0.67  -0.821
H 3.82 -5.72 -0.11  0.383
H 2.78 -4.62 -0.92  0.226
H 3.45 -4.19 0.66  0.335
H 1.76 -4.46 2.35  0.445
H 0.42 -5.46 1.90  0.451
H -0.08 -2.59 -1.79  0.314
H 1.49 -2.80 -1.58  0.240
H -2.18 -3.30 -0.29  0.351
H -1.94 -4.51 0.96  0.612
H -3.36 -2.83 1.92  0.398
H -1.84 -2.38 2.59  0.304
H -3.00 -0.48 -0.75  0.194
H -1.59 0.03 -0.21  0.238
H 1.60 -0.79 2.92  0.302
H 3.73 -1.22 -0.25  0.272
H 3.36 -1.77 1.39  0.366
H 3.65 -0.07 1.06  0.300
C -5.46 2.49 0.87  -0.990
C -6.67 2.49 -0.05  -0.152
C -6.82 1.20 -0.89  -0.265
C -5.63 0.99 -1.71  0.001
N -4.71 0.83 -2.34  -0.341
H -4.53 2.42 0.31  0.245
H -5.43 3.42 1.45  0.222
H -5.49 1.67 1.59  0.351
H -6.59 3.33 -0.74  0.053
H -7.58 2.64 0.53  0.404
H -7.71 1.27 -1.54  0.661
H -6.93 0.33 -0.24  -0.079
C -4.61 5.36 -2.32  0.384
Cl -5.25 5.72 -0.71  -0.106
Cl -3.46 4.03 -2.21  -0.088
Cl -5.95 4.89 -3.38  -0.110
Cl -3.82 6.79 -2.97  -0.069
Be -6.98 3.89 2.79  0.077
C 2.20 2.71 0.84  -0.583
N 2.90 2.95 -0.46  1.018
O 2.60 3.95 -1.07  -0.565
O 3.71 2.11 -0.81  -0.555
H 1.52 3.53 1.01  0.392
H 1.68 1.76 0.75  0.001
H 2.96 2.67 1.62  0.307
O 4.30 -9.78 -2.24  -0.550
C 3.36 -9.07 -2.37  0.426
O 3.41 -7.73 -2.13  -0.368
C 2.10 -7.16 -2.26  -0.072
C 1.32 -8.13 -3.13  -0.571
C 1.95 -9.47 -2.76  -0.379
H 1.67 -7.05 -1.26  0.084
H 2.18 -6.17 -2.71  0.258
H 0.24 -8.08 -2.97  0.337
H 1.51 -7.91 -4.19  0.285
H 1.46 -9.92 -1.89  0.244
H 1.96 -10.17 -3.58  0.323
O -7.15 0.13 2.37  -0.445
H -6.29 -0.27 2.15  0.391
H -7.78 -0.24 1.74  0.073
C 2.92 7.66 -0.15  -1.043
S 3.68 6.43 0.85  0.869
O 2.60 5.75 1.61  -0.476
C 4.54 7.51 1.99  -0.934
H 2.30 7.18 -0.89  0.378
H 2.28 8.28 0.56  0.284
H 3.67 8.28 -0.65  0.365
H 3.81 8.15 2.49  0.324
H 5.27 8.11 1.44  0.401
H 5.06 6.90 2.72  0.321
C 7.95 5.38 0.49  -0.062
Cl 8.41 6.32 1.92  -0.105
Cl 6.43 4.52 0.78  -0.073
Cl 7.81 6.42 -0.92  -0.109
H 8.73 4.65 0.30  0.370
Cl 0.61 7.92 1.55  -0.309
Ca -8.29 -0.45 0.01  1.132

A cluster of 2 separate species, C19H42FIN4O10P2S in total at a distorted geometry, computed with ωB97M-V/def2-TZVPD.

Its molecular weight is 726.5 g/mol. The HOMO-LUMO gap comes out at 3.9153 eV. The value obtained for the calculated total energy is -3198.92808 a.u. The HOMO energy is -4.733 eV. For the LUMO energy, the calculation gives -0.82 eV.

Last column: Mulliken charge in e.
CARTESIAN COORDINATES (ANGSTROEM)
C 4.21 -1.66 0.65  -0.879
C 3.49 -2.68 -0.23  -0.775
C 2.32 -2.15 -1.09  -0.218
N 1.59 -1.04 -0.50  0.698
C 0.23 -0.77 -0.61  0.304
P -0.15 -1.03 -2.47  0.504
N 0.98 -0.34 -3.23  -0.709
O -1.57 -0.43 -2.85  -0.597
O -0.28 -2.63 -2.66  -0.533
C 0.05 0.72 -0.21  -2.086
C 0.74 1.76 -1.11  -1.035
C 1.63 2.77 -0.35  -0.383
C 3.11 2.51 -0.62  -1.291
I 1.17 4.75 -1.08  0.061
C -1.38 1.04 0.39  3.832
C -2.36 1.50 -0.73  -1.036
C -3.68 0.77 -0.95  -1.469
N -4.52 0.85 0.25  -0.346
C -1.13 2.28 1.29  -2.434
C -2.35 2.94 1.96  0.043
C -2.14 3.28 3.43  -1.549
O -2.55 4.22 1.28  -0.629
C -1.66 -0.34 1.12  -0.876
P -2.10 -0.28 2.90  0.676
O -3.41 0.30 3.12  -0.760
O -1.99 -1.78 3.44  -0.632
O -0.87 0.49 3.57  -0.521
N -0.71 -1.44 0.58  0.763
C 0.18 -2.14 1.57  -1.445
C 1.00 -1.30 2.55  -0.288
O 1.79 -0.47 2.34  -0.256
F 0.80 -1.76 3.81  -0.377
S -1.87 -2.79 0.06  1.429
C -0.89 -4.22 -0.28  -1.113
O -2.55 -2.32 -1.10  -0.601
O -2.67 -3.08 1.20  -0.626
H 3.90 -1.74 1.69  0.236
H 5.28 -1.85 0.65  0.423
H 4.08 -0.63 0.32  0.108
H 3.11 -3.49 0.40  0.328
H 4.20 -3.15 -0.91  0.568
H 2.74 -1.88 -2.07  0.500
H 1.65 -2.99 -1.28  -0.163
H 2.14 -0.33 -0.04  -0.255
H 1.60 -0.98 -3.73  0.205
H -1.41 0.17 -3.59  0.379
H -0.23 -2.80 -3.61  0.446
H 0.63 0.75 0.72  1.014
H 1.42 1.22 -1.77  -0.031
H 0.05 2.26 -1.78  0.753
H 1.44 2.76 0.72  0.448
H 3.71 3.39 -0.40  0.519
H 3.27 2.28 -1.68  0.488
H 3.46 1.68 0.00  0.101
H -1.83 1.48 -1.68  0.307
H -2.59 2.56 -0.61  0.702
H -3.53 -0.28 -1.20  0.255
H -4.19 1.24 -1.80  0.534
H -5.26 1.53 0.13  0.252
H -5.02 -0.03 0.40  0.183
H -0.32 2.12 2.00  0.809
H -0.77 3.04 0.59  0.437
H -3.26 2.37 1.81  0.462
H -2.54 2.49 4.07  0.197
H -2.66 4.21 3.66  0.456
H -1.08 3.38 3.67  0.300
H -3.41 4.19 0.84  0.388
H -2.66 -0.61 0.75  0.512
H -1.58 -1.85 4.31  0.411
H -0.94 0.50 4.54  0.404
H 0.91 -2.72 0.99  1.272
H -0.39 -2.85 2.15  0.996
H -1.57 -4.82 -0.88  0.523
H 0.00 -4.00 -0.85  0.231
H -0.66 -4.70 0.66  0.366
C 3.99 0.48 -4.53  -0.458
O 4.23 -0.79 -4.13  -0.811
H 3.81 0.64 -5.63  0.215
H 3.06 0.93 -4.07  -0.047
H 4.77 1.26 -4.29  0.193

Among the records above, which one has the lowest calculated total energy? C19H42BBeCaCl8GaN4O10S

Which formula does entry 2 have? C19H42BBeCaCl8GaN4O10S

What is the molecular weight in the third record? 726.5 g/mol